17
Properties=species:S:1:pos:R:3 method="wB97M-V/def2-TZVPD" spin_multiplicity=4 s_squared=3.77 total_charge=+3 orbital_gap_ev="9.66 / 7.14" homo_ev="-24.225 / -24.208"
H -2.94 1.30 0.70
Au -1.18 1.05 3.07
O -1.74 2.43 1.65
O -1.25 1.52 -0.43
C -0.03 0.76 -0.48
C -0.29 -0.41 0.45
O -1.25 0.27 1.44
C -1.81 1.39 0.79
H 0.14 0.46 -1.52
H 0.80 1.39 -0.12
H 0.57 -0.70 1.06
H -0.90 -1.20 0.00
H 1.18 -2.75 -0.86
O 3.71 -0.90 -0.96
C 1.44 -1.82 -1.37
C 2.66 -1.34 -1.18
H 0.88 -1.46 -2.23

95
Properties=species:S:1:pos:R:3 method="wB97M-V/def2-TZVPD" spin_multiplicity=5 s_squared=6.09 total_charge=+4 orbital_gap_ev="5.55 / 4.22" homo_ev="-18.005 / -18.535"
N 0.98 3.17 -6.48
C 0.73 1.86 -6.45
C 0.54 1.16 -5.26
C 0.50 1.86 -4.02
C 0.82 3.26 -4.08
C 1.04 3.84 -5.33
C 0.02 1.23 -2.81
Os 0.04 0.64 -0.21
P -2.09 0.70 3.50
C -0.43 1.93 -1.61
C -1.67 1.48 -0.95
C -2.69 2.43 -0.56
C -4.02 2.06 -0.61
C -4.39 0.69 -0.78
C -3.37 -0.27 -0.79
C -2.02 0.11 -1.12
Br -6.14 0.23 -0.95
H -0.14 0.15 -2.85
H -0.19 2.99 -1.51
H 0.38 0.08 -5.33
H 0.90 3.88 -3.20
H 0.70 1.36 -7.42
H 1.26 4.90 -5.43
H -2.34 3.42 -0.26
H -1.53 -0.52 -1.87
H -4.79 2.79 -0.46
H -3.60 -1.33 -0.76
P 1.85 1.65 0.63
C -3.54 0.52 2.41
C -4.89 0.87 3.06
H -3.55 -0.55 2.14
H -3.34 1.09 1.51
H -5.69 0.54 2.39
H -4.98 0.34 4.02
H -5.03 1.94 3.23
C -1.51 2.38 3.21
C -1.96 3.32 4.33
H -1.96 2.65 2.25
H -0.42 2.38 3.11
H -1.80 4.36 4.04
H -3.03 3.17 4.53
H -1.42 3.15 5.27
C -0.86 -0.55 3.05
C -0.77 -1.57 4.20
H 0.10 -0.02 2.91
H -1.18 -1.00 2.10
H 0.19 -2.10 4.16
H -0.86 -1.07 5.17
H -1.57 -2.32 4.13
C 2.44 0.56 2.01
C 3.91 0.15 2.07
H 1.79 -0.33 1.96
H 2.18 1.10 2.92
H 4.26 -0.31 1.13
H 4.56 1.00 2.31
H 4.01 -0.58 2.89
C 1.24 3.18 1.46
C 1.86 4.51 1.04
H 1.40 3.03 2.54
H 0.16 3.18 1.26
H 2.93 4.54 1.25
H 1.69 4.70 -0.03
H 1.39 5.31 1.61
C 3.38 2.20 -0.25
C 3.80 1.25 -1.36
H 4.17 2.29 0.51
H 3.21 3.21 -0.66
H 4.00 1.83 -2.28
H 4.74 0.75 -1.09
H 3.04 0.49 -1.58
N 0.53 -1.25 -0.69
S -0.08 -2.69 -0.04
C -0.62 -3.70 -1.43
C -1.99 -4.00 -1.52
C -2.48 -4.68 -2.64
C -1.61 -5.11 -3.65
C -0.24 -4.90 -3.51
C 0.26 -4.21 -2.40
C 1.38 -3.61 0.44
C 1.18 -4.94 0.85
C 2.28 -5.74 1.18
C 3.57 -5.20 1.17
C 3.76 -3.85 0.85
C 2.66 -3.05 0.50
H 1.17 -1.49 -1.45
H -2.64 -3.70 -0.70
H -3.55 -4.87 -2.72
H -2.00 -5.62 -4.53
H 0.45 -5.27 -4.27
H 1.33 -4.11 -2.24
H 0.16 -5.33 0.89
H 2.12 -6.79 1.45
H 4.43 -5.83 1.40
H 4.76 -3.41 0.84
H 2.78 -1.99 0.27

29
Properties=species:S:1:pos:R:3 method="wB97M-V/def2-TZVPD" spin_multiplicity=1 total_charge=+3 orbital_gap_ev=6.46 homo_ev=-19.677
Al -0.91 0.20 -0.24
O -0.97 -3.05 0.11
C -1.13 -1.94 -0.03
C -0.37 2.26 -0.35
O 0.14 3.28 -0.33
C -1.21 0.28 1.89
O -1.10 0.27 3.02
C -0.27 -0.02 -2.28
O 0.32 -0.17 -3.23
C -3.06 -0.09 -0.72
H -3.13 -0.66 -1.60
H -3.52 -0.53 0.11
C -2.87 1.25 -0.79
H -3.16 1.90 0.00
H -2.77 1.75 -1.71
C 5.77 -0.94 1.37
C 4.22 -0.71 1.02
C 3.17 -1.30 1.81
C 1.84 -1.03 1.37
N 1.45 -0.23 0.34
C 2.49 0.33 -0.35
C 3.89 0.13 -0.10
H 6.07 -0.58 2.35
H 6.09 -1.99 1.34
H 6.45 -0.43 0.67
H 3.33 -1.95 2.72
H 1.03 -1.47 1.93
H 2.21 1.00 -1.16
H 4.64 0.66 -0.78

89
Properties=species:S:1:pos:R:3 method="wB97M-V/def2-TZVPD" spin_multiplicity=1 total_charge=0 orbital_gap_ev=8.21 homo_ev=-7.786
Pb -0.49 0.32 0.16
B -3.04 -2.17 1.66
N -2.70 -0.93 2.53
C -3.10 -0.78 3.80
C -2.48 0.33 4.34
C -1.70 0.82 3.29
N -1.84 0.05 2.22
N -3.16 -1.85 0.12
C -3.81 -2.68 -0.71
C -3.70 -2.20 -2.01
C -2.94 -1.04 -1.86
N -2.62 -0.84 -0.58
H -2.20 -3.03 1.81
H -4.13 -2.55 2.02
H -3.80 -1.47 4.23
H -2.59 0.74 5.33
H -1.06 1.70 3.25
H -4.32 -3.54 -0.33
H -4.11 -2.62 -2.91
H -2.60 -0.35 -2.62
C 1.61 -5.63 -0.38
Si 1.41 -4.01 -1.32
C -0.27 -3.30 -0.93
C 1.56 -4.33 -3.16
C 2.85 -2.86 -0.77
C 2.69 -2.62 0.71
C 3.46 -3.30 1.67
C 3.24 -3.06 3.02
C 2.27 -2.14 3.39
C 1.56 -1.51 2.38
N 1.77 -1.73 1.09
Si 2.91 -1.20 -1.67
C 3.69 0.12 -0.62
C 3.83 -1.37 -3.28
C 4.17 -3.59 -1.10
H 0.75 -6.27 -0.59
H 1.64 -5.46 0.70
H 2.51 -6.17 -0.67
H -1.05 -4.01 -1.23
H -0.45 -2.38 -1.49
H -0.40 -3.09 0.13
H 0.84 -5.10 -3.45
H 2.55 -4.70 -3.42
H 1.34 -3.44 -3.74
H 4.21 -4.01 1.37
H 3.82 -3.58 3.76
H 2.06 -1.92 4.43
H 0.79 -0.79 2.64
H 2.96 0.59 0.04
H 4.13 0.90 -1.25
H 4.48 -0.30 0.00
H 3.77 -0.43 -3.85
H 3.42 -2.16 -3.92
H 4.88 -1.57 -3.09
H 4.21 -4.58 -0.63
H 5.04 -3.04 -0.75
H 4.28 -3.74 -2.17
C -0.22 5.82 2.92
Si -1.03 6.09 1.26
C -2.28 7.47 1.43
C 0.22 6.59 -0.04
C -1.98 4.54 0.72
C -3.35 4.59 0.55
C -4.08 3.45 0.18
C -3.38 2.28 -0.02
N -2.06 2.22 0.12
C -1.35 3.30 0.50
S 0.36 3.03 0.71
H 0.21 6.75 3.28
H 0.57 5.07 2.87
H -0.95 5.48 3.66
H -1.77 8.39 1.74
H -3.03 7.25 2.19
H -2.80 7.69 0.49
H 0.69 7.54 0.24
H -0.27 6.74 -1.01
H 1.00 5.84 -0.16
H -3.88 5.52 0.71
H -5.15 3.48 0.06
H -3.88 1.36 -0.29
N -0.49 1.52 -2.30
C 0.30 1.07 -3.45
C 0.86 -0.33 -3.29
O 0.88 -1.14 -4.18
O 1.37 -0.56 -2.07
H -1.45 1.68 -2.55
H -0.12 2.38 -1.90
H 1.17 1.71 -3.59
H -0.27 1.09 -4.38

16
Properties=species:S:1:pos:R:3 method="wB97M-V/def2-TZVPD" spin_multiplicity=1 total_charge=+1 orbital_gap_ev=8.94 homo_ev=-13.946
C -0.77 0.15 -0.17
C 0.73 0.04 -0.51
C 0.28 0.87 0.56
C -1.70 0.92 -1.07
N 1.46 -1.22 -0.17
S 1.07 -0.33 2.50
H -1.19 -0.73 0.23
H 1.06 0.52 -1.38
H 0.39 1.83 0.89
H -2.00 1.87 -0.68
H -2.55 0.36 -1.19
H -1.37 0.92 -2.14
H 0.95 -1.85 -0.80
H 1.23 -1.38 0.89
H 2.47 -1.16 -0.24
H -0.06 -0.80 3.28

51
Properties=species:S:1:pos:R:3 method="wB97M-V/def2-TZVPD" spin_multiplicity=1 total_charge=0 smiles="O=C1OC(=O)C(C(F)(F)C(F)(F)C(F)(F)F)=C1P(O)Br.c1cc[nH]c1.c1cc[nH]c1.c1cc[nH]c1" orbital_gap_ev=6.54 homo_ev=-8.283
O 1.58 2.96 6.36
C 1.18 3.35 5.32
O 1.47 4.62 4.82
C 1.70 4.43 3.47
O 2.37 5.16 2.82
C 0.99 3.16 3.09
C 0.79 2.76 1.65
F 0.51 3.87 0.93
F -0.24 1.90 1.52
C 2.02 2.11 0.94
F 3.05 2.96 1.03
F 1.70 1.96 -0.35
C 2.48 0.71 1.49
F 3.79 0.70 1.68
F 1.89 0.41 2.65
F 2.18 -0.25 0.62
C 0.52 2.58 4.20
P -0.68 1.20 4.39
O -0.76 1.27 6.02
Br -2.45 2.46 3.88
H -0.83 0.38 6.38
C -2.50 -0.95 -1.53
C -1.38 -0.66 -0.70
C -0.35 -1.47 -1.11
N -0.80 -2.23 -2.15
C -2.11 -1.92 -2.42
H -3.47 -0.49 -1.49
H -1.34 0.05 0.10
H 0.65 -1.57 -0.74
H -0.26 -2.91 -2.65
H -2.64 -2.41 -3.21
C 5.03 2.38 -3.40
C 5.11 1.12 -4.06
C 4.70 0.17 -3.17
N 4.37 0.80 -2.00
C 4.57 2.15 -2.13
H 5.28 3.34 -3.81
H 5.43 0.94 -5.07
H 4.60 -0.90 -3.27
H 4.04 0.34 -1.17
H 4.37 2.82 -1.32
C -5.34 -5.82 -1.41
C -4.49 -4.69 -1.54
C -5.27 -3.65 -1.97
N -6.55 -4.11 -2.11
C -6.60 -5.43 -1.77
H -5.05 -6.81 -1.09
H -3.43 -4.64 -1.33
H -5.02 -2.62 -2.18
H -7.33 -3.56 -2.42
H -7.52 -5.98 -1.82

| no. | total energy (eV) |
| --- | --- |
| 1 | -17135.988 |
| 2 | -144052.262 |
| 3 | -28866.490 |
| 4 | -84707.979 |
| 5 | -16625.431 |
| 6 | -130976.424 |